Entry from the OMol25 dataset: a molecular structure, C43H85NO15Rb (wB97M-V/def2-TZVPD).

Computed properties:
E: -2896.58202 Eh
HOMO: -0.097 Ha
lowest unoccupied orbital energy: 0.063 eV
M: 941.61 g/mol
orbital gap: 2.69 eV
2S+1: 1
net charge: -1

Each line ends with the Mulliken charge.
Cartesian coordinates (Å):
Rb1 -6.28 -1.65 -1.90  0.9707
O1 -8.01 -5.58 -4.92  -0.4872
C1 -7.15 -6.41 -5.49  0.6419
O2 -7.64 -7.50 -5.85  -0.7734
O3 -5.99 -6.07 -5.57  -0.7167
H1 -8.51 -6.40 -4.94  0.3359
C2 -1.34 1.33 0.08  -1.7389
C3 -0.16 0.21 0.06  1.7208
C4 0.02 -0.13 1.55  -1.3142
C5 0.93 -1.34 1.84  -0.7376
C6 0.30 -2.46 1.10  -1.2168
C7 0.05 -2.37 -0.37  1.6725
N1 -0.60 -1.02 -0.63  0.1812
O4 -0.95 -0.88 -2.09  -0.9084
C8 -1.01 -3.50 -0.60  -1.7198
C9 1.37 -2.39 -1.19  -1.5080
C10 1.10 0.83 -0.40  -2.0040
H2 -1.69 1.54 -0.93  0.3918
H3 -1.06 2.32 0.44  0.3714
H4 -2.23 1.09 0.67  0.3277
H5 -0.93 -0.36 2.02  0.4088
H6 0.48 0.70 2.11  0.4453
H7 0.98 -1.49 2.91  0.3735
H8 1.95 -1.13 1.50  0.3493
H9 -0.56 -2.82 1.67  0.3515
H10 1.10 -3.19 1.19  0.3604
H11 -1.13 -3.71 -1.66  0.3326
H12 -1.91 -3.19 -0.06  0.3653
H13 -0.72 -4.49 -0.24  0.3481
H14 1.95 -3.24 -0.84  0.4289
H15 1.97 -1.50 -1.01  0.2649
H16 1.19 -2.59 -2.25  0.2837
H17 1.06 0.84 -1.49  0.3792
H18 2.02 0.35 -0.08  0.3578
H19 1.17 1.87 -0.07  0.4607
C11 1.72 8.55 -3.29  -0.9853
C12 1.46 9.48 -2.16  0.7512
O5 0.75 9.20 -1.19  -0.5774
C13 2.04 10.87 -2.19  -0.9722
H20 1.49 7.54 -2.95  0.3183
H21 2.75 8.64 -3.64  0.3256
H22 0.96 8.76 -4.03  0.2684
H23 1.80 11.46 -1.30  0.2963
H24 1.83 11.47 -3.07  0.3041
H25 3.10 10.64 -2.11  0.2706
C14 7.22 -4.81 2.65  -1.1809
C15 7.91 -3.77 1.85  0.7978
O6 7.91 -3.71 0.63  -0.5561
C16 8.49 -2.65 2.72  -0.8968
H26 7.80 -5.45 3.31  0.3230
H27 6.62 -5.48 2.04  0.3276
H28 6.52 -4.34 3.34  0.3419
H29 8.26 -2.91 3.75  0.2858
H30 8.15 -1.64 2.52  0.2863
H31 9.57 -2.65 2.60  0.2712
C17 3.44 7.07 3.89  -0.9984
C18 3.36 6.08 5.03  0.7997
O7 2.51 6.26 5.90  -0.5620
C19 4.38 4.90 5.11  -1.0334
H32 2.61 7.78 3.91  0.2881
H33 3.47 6.49 2.97  0.2987
H34 4.33 7.69 3.95  0.2980
H35 4.47 4.35 4.17  0.3302
H36 3.99 4.12 5.77  0.2932
H37 5.37 5.22 5.42  0.2854
C20 -5.75 4.98 -4.98  -1.0018
C21 -4.60 4.61 -5.90  0.7021
O8 -4.84 4.00 -6.95  -0.5680
C22 -3.13 4.81 -5.42  -0.8577
H38 -6.75 4.70 -5.31  0.3092
H39 -5.62 6.05 -4.77  0.2809
H40 -5.71 4.41 -4.06  0.2827
H41 -2.74 3.84 -5.11  0.2750
H42 -3.11 5.57 -4.63  0.2839
H43 -2.69 5.17 -6.35  0.2945
C23 5.10 1.82 -6.57  -0.9933
C24 4.84 3.18 -7.17  0.7822
O9 5.66 4.11 -6.96  -0.5945
C25 3.51 3.37 -7.91  -1.0026
H44 5.84 2.01 -5.79  0.3039
H45 5.39 1.22 -7.43  0.2840
H46 4.20 1.34 -6.20  0.3359
H47 3.53 2.49 -8.55  0.2949
H48 3.44 4.33 -8.41  0.2817
H49 2.63 3.26 -7.28  0.3073
C26 4.01 -9.74 -4.62  -1.0672
C27 4.76 -9.87 -3.38  0.7875
O10 5.94 -10.22 -3.33  -0.5714
C28 4.12 -9.84 -2.09  -0.9626
H50 3.02 -9.28 -4.61  0.3214
H51 3.96 -10.60 -5.28  0.2899
H52 4.56 -9.04 -5.27  0.3150
H53 3.71 -10.84 -1.91  0.2446
H54 3.26 -9.17 -2.10  0.3404
H55 4.82 -9.64 -1.28  0.3025
C29 -1.40 2.53 7.42  -1.0055
C30 -2.67 3.32 7.10  0.7812
O11 -3.50 3.44 7.99  -0.5515
C31 -2.90 4.05 5.83  -0.9308
H56 -1.38 1.51 7.04  0.2769
H57 -1.39 2.42 8.51  0.3191
H58 -0.46 2.99 7.12  0.2901
H59 -3.80 4.67 5.85  0.2724
H60 -3.01 3.25 5.09  0.2675
H61 -2.09 4.74 5.59  0.2815
C32 -3.53 -6.61 6.38  -1.0094
C33 -3.08 -6.18 7.72  0.7647
O12 -3.75 -6.49 8.68  -0.5591
C34 -1.93 -5.16 7.80  -0.9691
H62 -4.50 -7.09 6.43  0.2972
H63 -2.76 -7.28 5.99  0.2836
H64 -3.60 -5.72 5.75  0.3146
H65 -1.69 -4.80 6.80  0.2792
H66 -1.05 -5.61 8.27  0.2770
H67 -2.08 -4.32 8.47  0.3216
C35 8.25 4.59 -0.58  -0.9485
C36 8.76 6.02 -0.76  0.7417
O13 9.80 6.50 -0.29  -0.5804
C37 7.92 6.85 -1.67  -1.0061
H68 7.86 4.51 0.43  0.2616
H69 9.09 3.93 -0.79  0.3213
H70 7.41 4.37 -1.24  0.2999
H71 6.90 6.66 -1.34  0.3310
H72 8.14 6.69 -2.73  0.2678
H73 8.15 7.91 -1.58  0.3120
C38 -7.97 -12.24 0.02  -0.9918
C39 -7.30 -10.97 0.58  0.7323
O14 -7.81 -10.31 1.44  -0.5479
C40 -5.97 -10.47 0.10  -0.9484
H74 -8.89 -12.57 0.49  0.2799
H75 -7.13 -12.94 0.06  0.3012
H76 -8.13 -12.03 -1.04  0.2934
H77 -5.97 -10.53 -0.99  0.3158
H78 -5.12 -10.95 0.57  0.2649
H79 -5.89 -9.41 0.35  0.3008
C41 -8.60 5.64 0.57  -0.9684
C42 -9.38 4.35 0.90  0.7407
O15 -8.82 3.25 0.91  -0.5637
C43 -10.92 4.47 1.09  -1.0270
H80 -8.67 6.30 1.44  0.3106
H81 -8.97 6.15 -0.32  0.3082
H82 -7.57 5.29 0.62  0.2879
H83 -11.23 5.27 1.76  0.3167
H84 -11.31 3.52 1.45  0.3042
H85 -11.44 4.61 0.14  0.2907

***

Entry from the OMol25 dataset: a single C20H23BrN4O molecule (wB97M-V/def2-TZVPD).

Computed properties:
E: -3643.51547 Eh
HOMO: -0.284 Ha
lowest unoccupied orbital energy: -0.888 eV
M: 415.33 g/mol
orbital gap: 6.84 eV
2S+1: 1
structure (SMILES): CCN(CC)CCn1c(/N=C/c2cc(Br)ccc2O)nc2ccccc21
energy above the lowest of the compared OMol25 structures with the same formula, charge and spin: 1812.35 kJ/mol

Each line ends with the natural charge from an NBO analysis.
Cartesian coordinates (Å):
C1 1.24 3.02 0.96  -0.6018
C2 0.33 3.01 -0.52  -0.1677
N1 -1.18 3.16 -0.11  -0.5013
C3 -1.60 4.38 0.56  -0.1658
C4 -1.71 4.46 1.95  -0.6634
C5 -1.85 1.89 0.40  -0.1891
C6 -2.13 1.17 -1.10  -0.1416
N2 -2.63 -0.15 -0.62  -0.4053
C7 -2.01 -1.26 -0.10  0.5219
N3 -0.51 -1.04 -0.24  -0.4455
C8 0.06 -2.10 0.30  0.1353
C9 1.48 -2.05 0.11  -0.1222
C10 2.04 -0.74 0.05  -0.1825
C11 3.53 -0.63 -0.04  -0.0624
Br1 4.39 1.02 -0.57  0.0796
C12 4.26 -1.80 0.40  -0.2435
C13 3.71 -2.87 0.30  -0.2349
C14 2.41 -3.14 0.52  0.3140
O1 1.72 -4.51 0.82  -0.6208
N4 -2.72 -2.36 0.24  -0.5011
C15 -4.10 -1.77 0.13  0.1256
C16 -5.26 -2.39 0.11  -0.2292
C17 -6.37 -1.57 0.02  -0.2531
C18 -6.33 -0.52 -0.62  -0.1764
C19 -5.26 0.40 -0.85  -0.3015
C20 -4.05 -0.21 -0.47  0.1697
H1 1.34 3.91 1.48  0.2016
H2 1.02 2.27 1.45  0.1704
H3 2.27 2.81 0.53  0.1953
H4 0.62 2.20 -1.00  0.1736
H5 0.62 4.19 -1.00  0.1994
H6 -2.86 4.59 0.30  0.1206
H7 -1.24 5.26 -0.02  0.2191
H8 -0.75 4.73 2.24  0.2032
H9 -2.04 5.44 2.20  0.2260
H10 -2.07 3.65 2.44  0.2163
H11 -1.16 1.43 0.79  0.1660
H12 -2.82 2.36 0.84  0.2236
H13 -2.76 1.70 -1.40  0.1682
H14 -1.17 0.97 -1.52  0.2212
H15 -0.32 -3.05 0.51  0.2301
H16 1.51 -0.01 -0.48  0.2332
H17 5.43 -1.80 0.31  0.2417
H18 4.24 -3.94 0.90  0.1746
H19 2.40 -4.85 1.00  0.4201
H20 -5.30 -3.51 0.59  0.2244
H21 -7.39 -2.18 0.16  0.2193
H22 -7.24 0.38 -0.65  0.1945
H23 -5.10 1.32 -1.29  0.2207

***

Entry from the OMol25 dataset: a molecular structure, C7AsF27N2O17S7Zr (wB97M-V/def2-TZVPD).

Computed properties:
E: -9422.07621 Eh
HOMO: -0.168 Ha
lowest unoccupied orbital energy: 3.434 eV
M: 1287.63 g/mol
orbital gap: 8.01 eV
2S+1: 1
net charge: -2

Each line ends with the natural charge from an NBO analysis.
Cartesian coordinates (Å):
Zr1 0.00 -0.25 0.04  2.4706
As1 0.58 -2.79 -2.88  2.8112
F1 0.51 -1.46 -1.64  -0.6330
F2 -0.90 -2.08 -3.57  -0.6043
F3 0.61 -4.06 -4.23  -0.6312
F4 2.10 -3.49 -2.15  -0.6075
F5 -0.38 -3.80 -1.86  -0.5878
F6 1.54 -1.71 -3.92  -0.6004
C1 -0.85 0.55 4.21  0.7738
F7 0.19 -0.10 4.71  -0.3019
F8 -1.69 -0.28 3.62  -0.2816
F9 -1.50 1.28 5.09  -0.2933
S1 -0.19 1.71 2.87  2.1331
O1 -0.50 3.00 3.42  -0.8474
O2 1.13 1.26 2.67  -0.9148
N1 -0.91 1.16 1.27  -1.2409
S2 -2.27 1.99 1.41  2.1934
O3 -3.05 1.41 0.38  -0.8784
O4 -2.87 2.22 2.72  -0.8986
C2 -1.92 3.76 0.71  0.7703
F10 -3.02 4.29 0.21  -0.2980
F11 -1.38 4.58 1.60  -0.3208
F12 -1.07 3.59 -0.24  -0.2962
C3 2.07 3.89 -0.21  0.8338
F13 3.35 4.17 0.19  -0.3019
F14 1.40 3.69 0.88  -0.2949
F15 1.48 4.92 -0.86  -0.3030
S3 1.86 2.31 -1.42  2.0192
O5 0.50 2.34 -2.02  -0.8504
O6 2.92 2.29 -2.50  -0.8570
N2 1.76 0.84 -0.46  -1.2102
S4 3.40 0.73 -0.01  2.1248
O7 4.33 1.85 -0.04  -0.8636
O8 3.33 0.00 1.25  -0.9145
C4 4.17 -0.58 -1.26  0.7829
F16 3.45 -0.67 -2.44  -0.3082
F17 5.44 -0.30 -1.59  -0.3156
F18 4.10 -1.79 -0.72  -0.2892
C5 -1.74 0.71 -4.49  0.7906
F19 -2.28 1.68 -5.27  -0.3328
F20 -2.12 -0.48 -4.87  -0.2945
F21 -0.47 0.77 -4.58  -0.2955
S5 -2.27 0.97 -2.62  2.3067
O9 -2.32 2.37 -2.27  -0.9577
O10 -3.52 0.28 -2.45  -0.9257
O11 -1.32 0.31 -1.67  -1.0533
C6 -3.26 -3.79 0.95  0.8119
F22 -4.54 -4.17 1.01  -0.3297
F23 -2.83 -3.79 2.13  -0.2934
F24 -2.63 -4.61 0.11  -0.3131
S6 -3.12 -1.85 0.32  2.2476
O12 -3.55 -1.08 1.50  -0.9611
O13 -1.70 -1.54 -0.04  -1.0401
O14 -4.06 -1.64 -0.82  -0.8909
C7 2.40 -2.31 3.30  0.8417
F25 2.55 -1.03 3.64  -0.2805
F26 3.58 -2.84 2.96  -0.3055
F27 1.92 -3.08 4.21  -0.2874
S7 1.14 -2.37 1.77  2.2537
O15 1.58 -1.70 0.52  -1.0005
O16 0.81 -3.82 1.53  -0.8528
O17 0.02 -1.45 1.91  -1.0060

***

Entry from the OMol25 dataset: a molecular structure, C39H34GeIrN5O2S2 (wB97M-V/def2-TZVPD).

Computed properties:
E: -4908.03307 Eh
HOMO: -0.483 Ha
lowest unoccupied orbital energy: -5.700 eV
M: 933.70 g/mol
orbital gap: 7.45 eV
2S+1: 1
energy above the lowest of the compared OMol25 structures with the same formula, charge and spin: 41.83 kJ/mol
net charge: +2

Each line ends with the Mulliken charge.
Cartesian coordinates (Å):
Ir1 0.80 0.36 -0.97  1.0467
C1 3.40 2.73 -1.38  -1.1183
C2 3.25 1.62 -2.36  0.5323
N1 2.30 0.72 -2.33  0.6072
C3 2.39 -0.19 -3.38  0.1313
C4 3.45 0.02 -4.19  -0.2512
S1 4.33 1.39 -3.65  -0.1493
C5 1.31 -1.16 -3.43  -0.7958
C6 1.01 -2.13 -4.31  -0.5117
S2 -0.47 -2.87 -3.86  -0.1591
C7 -0.63 -1.83 -2.53  0.1411
N2 0.38 -1.01 -2.42  1.0757
C8 -1.77 -1.88 -1.57  -1.0133
H1 2.68 2.62 -0.57  -0.0163
H2 3.26 3.69 -1.87  0.4070
H3 4.41 2.72 -0.95  0.4589
H4 3.75 -0.53 -5.07  0.5207
H5 1.55 -2.45 -5.19  0.5469
H6 -2.44 -2.71 -1.80  0.6271
H7 -2.34 -0.95 -1.60  0.2386
H8 -1.39 -2.01 -0.55  0.0653
N3 -2.55 10.41 -1.47  -0.4128
C9 -2.31 9.29 -1.59  -0.0532
C10 -2.02 7.89 -1.73  0.3808
C11 -1.05 7.30 -0.93  -1.1322
C12 -0.77 5.95 -1.06  -0.5264
C13 -1.46 5.19 -2.00  2.0891
C14 -2.43 5.78 -2.81  -0.5532
C15 -2.71 7.13 -2.67  -1.1295
N4 -1.17 3.79 -2.14  0.5096
C16 -1.72 2.93 -3.07  -0.2166
C17 -1.18 1.71 -2.84  -1.1781
N5 -0.30 1.82 -1.79  -0.2978
C18 -0.32 3.08 -1.39  -0.0304
H9 -0.52 7.89 -0.20  0.4673
H10 -0.01 5.52 -0.43  0.3664
H11 -2.98 5.21 -3.54  0.3431
H12 -3.46 7.59 -3.29  0.4645
H13 -2.44 3.24 -3.80  0.4170
H14 -1.35 0.78 -3.36  0.5958
H15 0.25 3.46 -0.57  0.3336
O1 1.00 1.55 0.74  -0.6605
C19 0.07 0.89 1.33  0.0701
O2 -0.50 0.02 0.60  -0.6355
C20 -0.27 0.93 2.78  -0.3789
C21 0.37 -0.33 3.42  -1.4271
Ge1 0.05 -2.09 2.55  1.8475
C22 1.10 -2.16 0.85  0.2219
C23 0.98 -3.23 -0.02  -0.0239
C24 1.76 -3.34 -1.19  -1.1601
C25 2.70 -2.40 -1.49  -0.4384
C26 2.85 -1.29 -0.64  -0.8481
C27 2.06 -1.17 0.50  -0.7788
C28 0.79 -3.47 3.70  0.1390
C29 -0.03 -4.41 4.30  -0.4073
C30 0.51 -5.36 5.17  -0.7103
C31 1.87 -5.36 5.44  -0.5333
C32 2.69 -4.42 4.84  -0.7326
C33 2.16 -3.48 3.98  -0.3481
C34 -1.85 -2.40 2.26  0.3174
C35 -2.31 -3.47 1.49  -0.0111
C36 -3.67 -3.70 1.32  -0.8292
C37 -4.60 -2.86 1.93  -0.6098
C38 -4.16 -1.81 2.72  -0.8618
C39 -2.80 -1.58 2.88  -0.4769
H16 -1.35 0.86 2.82  0.2074
H17 0.10 1.84 3.25  0.5265
H18 0.06 -0.40 4.46  0.4170
H19 1.45 -0.20 3.42  0.4406
H20 0.30 -4.05 0.22  0.4994
H21 1.64 -4.21 -1.83  0.5384
H22 3.33 -2.51 -2.35  0.5688
H23 3.67 -0.61 -0.80  0.6571
H24 2.30 -0.39 1.21  0.5749
H25 -1.10 -4.42 4.11  0.3230
H26 -0.14 -6.09 5.64  0.4112
H27 2.28 -6.09 6.12  0.4032
H28 3.76 -4.42 5.05  0.4166
H29 2.82 -2.76 3.51  0.3174
H30 -1.61 -4.16 1.04  0.3440
H31 -4.01 -4.54 0.74  0.4810
H32 -5.66 -3.05 1.81  0.4312
H33 -4.87 -1.17 3.22  0.4373
H34 -2.48 -0.78 3.54  0.4599